[1]
This record from the Open Molecules 2025 dataset describes 2 unconnected molecules or ions with the total composition C3H3Br2NO. The level of theory is the ωB97M-V functional and the def2-TZVPD basis.

Geometry as XYZ:
```
10
Properties=species:S:1:pos:R:3:nbo_charge:R:1
C -1.093 0.506 1.020 0.7222
C -1.680 -0.480 0.348 -0.6216
C 1.632 0.427 -0.912 0.0906
N 1.671 -0.044 0.227 -0.6099
O -0.577 1.370 1.581 -0.4083
Br -2.801 -1.508 1.644 0.0457
Br 1.718 -0.603 -2.589 -0.0627
H -2.106 -0.235 -0.582 0.2592
H 1.621 1.561 -1.165 0.2070
H 1.615 -0.995 0.427 0.3777
```

Computed properties:
HOMO-LUMO gap: 0.3281 Ha
lowest unoccupied orbital energy: -0.37 eV
energy relative to the best compared isomer or geometry (same formula, charge and spin): 138.4 kJ/mol
charge: 0
HOMO: -9.301 eV
SMILES string: [H]/N=C\Br.O=C=CBr

***

[2]
This record from the Open Molecules 2025 dataset describes C3H3Br2NO2 in the gas phase. The level of theory is the ωB97M-V functional and the def2-TZVPD basis.

Geometry as XYZ:
```
11
Properties=species:S:1:pos:R:3:nbo_charge:R:1
C -1.301 0.162 1.465 0.1788
C -1.017 0.041 0.126 -0.3232
C 0.637 0.341 -0.237 0.3998
N -1.663 0.199 2.570 -0.2293
O 0.811 0.585 -1.561 -0.7334
O 1.198 -0.934 0.229 -0.7860
Br -2.033 1.318 -0.866 0.1479
Br -1.236 -1.811 -0.450 0.1322
H 1.419 1.225 0.302 0.2013
H 0.999 -0.170 -2.146 0.5070
H 2.186 -0.957 0.567 0.5049
```

Computed properties:
HOMO-LUMO gap: 0.3855 Ha
lowest unoccupied orbital energy: -0.04 eV
energy relative to the best compared isomer or geometry (same formula, charge and spin): 171.4 kJ/mol
charge: 0
HOMO: -10.524 eV
SMILES string: N#CC(Br)(Br)C(O)O

***

[3]
This record from the Open Molecules 2025 dataset describes a molecular structure, C3H3Br9. The level of theory is the ωB97M-V functional and the def2-TZVPD basis.

Geometry as XYZ:
```
15
Properties=species:S:1:pos:R:3:nbo_charge:R:1
C -4.290 -1.319 -0.107 -0.4728
Br -3.500 0.464 -0.268 0.0684
Br -5.459 -1.442 1.441 0.0958
Br -2.972 -2.758 -0.196 0.0907
H -4.913 -1.471 -0.976 0.2200
C 4.278 -0.298 1.553 -0.4566
Br 3.917 -1.557 3.002 0.0809
Br 5.190 -1.225 0.070 0.0797
Br 5.434 1.135 2.247 0.0810
H 3.323 0.092 1.231 0.2149
C -0.328 1.690 -1.464 -0.4756
Br 0.109 3.307 -2.472 0.0747
Br 1.239 1.016 -0.577 0.0804
Br -0.968 0.391 -2.764 0.0951
H -1.059 1.975 -0.722 0.2234
```

Computed properties:
HOMO-LUMO gap: 0.3604 Ha
lowest unoccupied orbital energy: -0.49 eV
energy relative to the best compared isomer or geometry (same formula, charge and spin): 44.1 kJ/mol
charge: 0
HOMO: -10.299 eV

***

[4]
This record from the Open Molecules 2025 dataset describes 2 unconnected molecules or ions with the total composition C3H3BrO. The level of theory is the ωB97M-V functional and the def2-TZVPD basis.

Geometry as XYZ:
```
8
Properties=species:S:1:pos:R:3:nbo_charge:R:1
C 0.243 2.258 -1.149 0.0886
C 0.298 2.056 -2.573 0.3066
C 0.359 2.593 0.121 -0.4403
O -0.639 1.418 -1.910 -0.4078
Br -0.041 -2.233 0.200 -0.2213
H -0.439 2.128 0.919 0.2305
H 0.543 -1.865 -1.147 0.2213
H 1.065 3.271 0.432 0.2225
```

Computed properties:
HOMO-LUMO gap: 0.3645 Ha
lowest unoccupied orbital energy: -0.27 eV
energy relative to the best compared isomer or geometry (same formula, charge and spin): 401.2 kJ/mol
charge: 0
HOMO: -10.186 eV

***

[5]
This record from the Open Molecules 2025 dataset describes 2 unconnected molecules or ions with the total composition C3H3BrO. The level of theory is the ωB97M-V functional and the def2-TZVPD basis.

Geometry as XYZ:
```
8
Properties=species:S:1:pos:R:3:nbo_charge:R:1
C 1.422 0.157 -0.620 -0.0769
C 2.158 2.441 0.318 0.5386
C 0.092 -0.194 -0.163 -0.7760
O 2.811 3.279 -0.063 -0.4970
Br 2.863 -0.874 0.016 0.0581
H -0.009 -0.693 0.731 0.2068
H 0.032 -0.895 -1.061 0.2959
H -0.779 0.533 -0.284 0.2504
```

Computed properties:
HOMO-LUMO gap: 0.3035 Ha
lowest unoccupied orbital energy: -0.22 eV
energy relative to the best compared isomer or geometry (same formula, charge and spin): 286.9 kJ/mol
charge: 0
HOMO: -8.481 eV

***

[6]
This record from the Open Molecules 2025 dataset describes C3H3BrO in the gas phase. The level of theory is the ωB97M-V functional and the def2-TZVPD basis.

Geometry as XYZ:
```
8
Properties=species:S:1:pos:R:3:nbo_charge:R:1
C -0.574 0.113 0.080 0.0077
C -0.901 1.244 0.920 0.3068
C 0.925 -0.363 -0.096 -0.6494
O -0.928 1.336 -0.365 -0.4180
Br -2.171 -0.914 -0.044 0.0364
H 1.309 -0.199 0.883 0.2349
H 1.542 0.182 -0.886 0.2408
H 0.797 -1.399 -0.491 0.2407
```

Computed properties:
HOMO-LUMO gap: 0.3764 Ha
lowest unoccupied orbital energy: 0.30 eV
energy relative to the best compared isomer or geometry (same formula, charge and spin): 308.6 kJ/mol
charge: 0
HOMO: -9.946 eV

***

[7]
This record from the Open Molecules 2025 dataset describes C3H3BrO in the gas phase. The level of theory is the ωB97M-V functional and the def2-TZVPD basis.

Geometry as XYZ:
```
8
Properties=species:S:1:pos:R:3:nbo_charge:R:1
C -0.392 -0.121 0.021 -0.3561
C -0.913 -1.320 -0.294 0.6895
C 0.896 0.572 0.114 -0.6427
O -1.377 -2.338 -0.622 -0.4326
Br -1.939 1.011 0.437 0.0404
H 1.093 1.171 -0.761 0.2288
H 1.704 -0.122 -0.012 0.2341
H 0.928 1.145 1.117 0.2386
```

Computed properties:
HOMO-LUMO gap: 0.3188 Ha
lowest unoccupied orbital energy: -0.08 eV
energy relative to the best compared isomer or geometry (same formula, charge and spin): 52.8 kJ/mol
charge: 0
HOMO: -8.758 eV
SMILES string: CC(Br)=C=O

***

[8]
This record from the Open Molecules 2025 dataset describes C3H3BrO in the gas phase. The level of theory is the ωB97M-V functional and the def2-TZVPD basis.

Geometry as XYZ:
```
8
Properties=species:S:1:pos:R:3:lowdin_spin:R:1
C 0.171 0.147 -0.388 1.0256
C 1.297 0.331 0.252 0.1599
C -1.177 -0.294 -0.224 0.1806
O 1.073 1.518 0.615 0.5439
Br 3.026 -0.519 0.150 0.0083
H -1.302 -0.832 0.725 0.0265
H -1.249 -0.838 -1.105 0.0283
H -1.839 0.486 -0.026 0.0270
```

Computed properties:
HOMO-LUMO gap (alpha / beta): 0.2874 / 0.3416 Ha
lowest unoccupied orbital energy (alpha / beta): 0.33 / -1.27 eV
energy relative to the best compared isomer or geometry (same formula, charge and spin): 101.3 kJ/mol
multiplicity: 3
charge: 0
HOMO (alpha / beta): -7.486 / -10.566 eV

***

[9]
This record from the Open Molecules 2025 dataset describes 2 unconnected molecules or ions with the total composition C3H3BrS. The level of theory is the ωB97M-V functional and the def2-TZVPD basis.

Geometry as XYZ:
```
8
Properties=species:S:1:pos:R:3:nbo_charge:R:1
C 0.231 1.644 1.084 -0.2122
C 2.590 0.268 -0.511 -0.2311
C -1.434 -0.207 -0.304 -0.7207
S 0.065 0.056 0.744 0.2933
Br 3.383 -0.957 0.399 0.1769
H -1.074 -0.016 -1.245 0.2272
H -2.117 0.483 0.067 0.2357
H -1.643 -1.270 -0.234 0.2308
```

Computed properties:
HOMO-LUMO gap (alpha / beta): 0.2909 / 0.2635 Ha
lowest unoccupied orbital energy (alpha / beta): -0.51 / -0.84 eV
energy relative to the best compared isomer or geometry (same formula, charge and spin): 721.9 kJ/mol
charge: 0
HOMO (alpha / beta): -8.427 / -8.011 eV

***

[10]
This record from the Open Molecules 2025 dataset describes a molecular structure, C3H3CdO4. The level of theory is the ωB97M-V functional and the def2-TZVPD basis.

Geometry as XYZ:
```
11
Properties=species:S:1:pos:R:3:lowdin_spin:R:1
C -2.023 -0.126 -1.251 0.0066
C -1.188 0.413 -2.387 0.1318
O -0.086 1.059 -1.951 0.7561
O -1.591 -0.040 -0.113 -0.0001
H -2.987 -0.613 -1.465 -0.0001
H -0.881 -0.395 -3.095 0.0482
Cd 0.039 1.113 0.174 0.0050
O 3.427 -0.398 2.219 0.0000
O 1.373 0.279 1.402 -0.0005
C 2.422 -0.113 1.748 -0.0001
H -1.770 1.075 -3.071 0.0531
```

Computed properties:
HOMO-LUMO gap (alpha / beta): 0.3997 / 0.3068 Ha
lowest unoccupied orbital energy (alpha / beta): -10.45 / -12.92 eV
energy relative to the best compared isomer or geometry (same formula, charge and spin): 11.5 kJ/mol
multiplicity: 2
charge: +2
HOMO (alpha / beta): -21.324 / -21.263 eV